Record 1
A 3-piece molecular cluster, C4H5N2O3S overall. Source: OMol25; level of theory: wB97M-V/def2-TZVPD.

Structure (ORCA input):
```
! RIJCOSX wB97M-V def2-TZVPD def2/J DEFGRID3
* xyz 1 1
C -1.17 -0.62 -0.33
C 0.63 0.60 0.20
C 2.62 -0.05 1.69
C -0.19 1.35 -0.70
N -0.08 -0.57 0.42
N -1.23 0.51 -1.05
O 2.55 -1.17 1.70
O -1.92 -3.47 0.71
O 0.13 -2.83 1.75
S -0.98 -3.73 1.80
H -1.70 -1.56 -0.28
H 2.85 0.98 1.67
H -0.07 2.31 -1.23
H 0.05 -1.43 0.94
H -1.85 0.82 -1.76
*
```


Record 2
An isolated ion of composition C4H5N2O5P and charge -2. Source: OMol25; level of theory: wB97M-V/def2-TZVPD.

Its structure (SMILES) is CN1C(=O)N[C@@]([O-])(C=O)[P@]1(=O)[O-].

Structure (ORCA input):
```
! RIJCOSX wB97M-V def2-TZVPD def2/J DEFGRID3
* xyz -2 1
C -0.45 1.05 1.07
C 0.12 -1.30 0.68
C 0.50 2.15 1.37
C -0.41 -1.70 -1.77
N 0.19 -0.21 1.51
N 0.13 -0.96 -0.66
O 1.84 1.03 -0.99
O -0.57 1.21 -1.91
O -1.73 1.13 1.08
O 0.24 -2.46 1.19
O 0.42 3.42 1.58
P 0.35 0.88 -0.81
H 1.49 1.80 1.41
H -0.98 -2.67 -1.45
H -1.23 -0.98 -2.11
H 0.32 -1.85 -2.65
H -0.21 -0.52 2.46
*
```


Record 3
An isolated ion of composition C4H5N2O5P and charge -2. Source: OMol25; level of theory: wB97M-V/def2-TZVPD.

Its structure (SMILES) is CN1C(=O)NC(=O)[C@@H]1P(=O)([O-])[O-].

Structure (ORCA input):
```
! RIJCOSX wB97M-V def2-TZVPD def2/J DEFGRID3
* xyz -2 1
C 0.64 -1.63 -0.41
C -1.19 -0.87 0.63
C 0.44 -0.28 -0.84
C -1.41 1.32 -0.32
N -0.34 -1.95 0.54
N -0.91 0.00 -0.42
O 1.21 2.20 0.24
O 1.41 0.09 1.59
O 1.50 -2.41 -0.80
O -2.20 -0.70 1.32
O 2.94 0.57 -0.53
P 1.69 0.78 0.30
H 0.93 -0.17 -2.07
H -1.85 1.74 -1.22
H -2.11 1.57 0.60
H -0.60 1.97 -0.11
H -0.15 -2.20 1.50
*
```


Asked for E_LUMO across the records above, the calculation gives -5.268, 6.458, 6.350 eV in order.
Asked for DFT total energy across the records above, the calculation gives -24176.0246, -26736.5058, -26737.4370 eV in order.
Asked for ΔE to the lowest compared entry with this formula, charge and spin across the records above, the calculation gives 115.4, 89.8, 0.0 kJ/mol in order.